The molecule ClH5N3PS. Source: the Open Molecules 2025 dataset; level of theory: ωB97M-V with the def2-TZVPD basis set.

Last column: natural (NBO) charge in e.
Geometry (Å):
N1 -0.6964 -0.4692 1.0566  -1.19
P1 -0.8706 0.6586 -0.0996  1.75
N2 0.7035 0.9472 -0.4932  -1.17
S1 -1.8521 2.2350 0.3023  -0.57
N3 -1.1679 -0.4253 -1.4050  -0.97
Cl1 -2.6596 -1.2232 -1.5857  0.13
H1 -1.0896 -0.2052 1.9220  0.41
H2 -0.9986 -1.3573 0.6979  0.40
H3 1.2700 0.1968 -0.4299  0.39
H4 1.0325 1.7203 -0.9556  0.40
H5 -1.0351 0.3361 -2.2043  0.40

## Properties
energy above the lowest of the compared OMol25 structures with the same formula, charge and spin = 0.123 eV
HOMO = -9.09 eV
gap between HOMO and LUMO = 9.7645 eV
SMILES = NP(N)(=S)NCl
total energy = -37198.6489 eV



A structure of composition ClH6NiO3. Source: the Open Molecules 2025 dataset; level of theory: ωB97M-V with the def2-TZVPD basis set.

Last column: natural (NBO) charge in e.
Geometry (Å):
Ni1 0.7420 2.6745 1.9131  0.80
Cl1 0.2394 0.5036 0.9702  -0.78
O1 0.1995 -0.8631 -1.9153  -0.94
H1 -0.7304 -1.0879 -1.9485  0.46
H2 0.3280 -0.5025 -1.0380  0.47
O2 -1.8889 1.8440 -1.6743  -0.94
H3 -2.5905 1.2608 -1.3845  0.46
H4 -1.0966 1.4819 -1.2775  0.47
O3 1.7015 -2.0381 2.3837  -0.94
H5 1.9411 -2.0101 1.4574  0.47
H6 1.1548 -1.2632 2.5137  0.47

## Properties
energy above the lowest of the compared OMol25 structures with the same formula, charge and spin = 0.000 eV
HOMO (spin up / spin down) = -9.37 / -11.14 eV
gap between HOMO and LUMO (spin up / spin down) = 9.0004 / 7.6438 eV
total energy = -59802.8448 eV
2S+1 = 4



A cluster of 2 separate species, ClH7N2Si2 in total. Source: the Open Molecules 2025 dataset; level of theory: ωB97M-V with the def2-TZVPD basis set.

Last column: natural (NBO) charge in e.
Geometry (Å):
N1 -0.9639 -0.2840 0.5587  -1.30
N2 2.2053 0.4293 -0.9983  -1.36
Si1 -2.6603 0.1846 0.3741  1.04
Si2 2.4800 -0.3331 0.4868  1.01
Cl1 3.8775 -1.7096 0.0660  -0.45
H1 -0.8093 -0.8349 1.3774  0.39
H2 -0.1537 0.3108 0.2867  0.41
H3 2.2945 1.4414 -1.1568  0.41
H4 2.4936 -0.0001 -1.8608  0.40
H5 -3.4854 -0.3979 1.4791  -0.16
H6 -2.9521 -0.4570 -0.9192  -0.21
H7 -2.7348 1.6206 -0.1570  -0.18

## Properties
energy above the lowest of the compared OMol25 structures with the same formula, charge and spin = 2.073 eV
HOMO = -9.00 eV
gap between HOMO and LUMO = 9.1136 eV
total energy = -31372.2044 eV